*a*
The following is a quantum chemistry calculation of a 2-piece molecular cluster, C2HCl2O3 overall, from the Open Molecules 2025 dataset.

```
8
Properties=species:S:1:pos:R:3
Cl 2.48192 0.77009 -0.91361
Cl 1.82601 -1.42030 0.87516
O -2.33506 0.43493 0.31703
O -0.63595 -0.63454 1.19694
O -0.47131 0.53237 -0.74206
C 2.41414 -0.88627 -0.58857
C -0.97448 0.15538 0.28878
H -2.30527 1.04835 -0.43368
```

Kohn-Sham gap = 7.766 eV
HOMO level = -4.43 eV
total charge = -1

Atom charges from the Mulliken analysis, given in e for atoms 1 to 6:
1 Cl -0.0503
2 Cl 0.0533
3 O -0.5317
4 O -0.7240
5 O -0.6836
6 C -0.0684


*b*
The following is a quantum chemistry calculation of C2HCl2O3 as an isolated structure, from the Open Molecules 2025 dataset.

```
8
Properties=species:S:1:pos:R:3
Cl 1.81503 0.82771 -1.33380
Cl 1.25449 1.11343 1.51973
O -2.81019 1.61233 -0.40969
O -0.71054 1.64116 -0.43834
O -1.68261 -0.07097 0.47257
C 0.71674 0.67223 0.01766
C -1.84995 1.02690 -0.04989
H 0.34940 -0.31080 0.21153
```

Kohn-Sham gap = 7.461 eV
HOMO level = -4.25 eV
total charge = -1

Atom charges from the Mulliken analysis, given in e for atoms 1 to 6:
1 Cl -0.1789
2 Cl -0.1576
3 O -0.6768
4 O -0.4123
5 O -0.7642
6 C 0.1737


Most stable structure - *b*; separation to the second - 36.2 kcal/mol.


*a*
The following is a quantum chemistry calculation of one molecule with the formula C23H29N3O3, from the Open Molecules 2025 dataset.

```
58
Properties=species:S:1:pos:R:3
O 4.88929 -0.86850 1.81985
O 1.70991 -1.78033 1.41820
O 1.07281 -3.57368 0.21716
N 2.81827 0.77464 -1.41984
N 4.13439 -1.15979 -0.27372
N -4.33570 -0.15634 0.50218
C 2.22186 -0.52515 -1.65201
C -4.54632 1.23217 0.85606
C 1.15904 3.37730 1.41817
C 3.22322 -1.64586 -1.28046
C 5.02855 -0.13895 -0.78715
C 2.53256 3.24724 1.31831
C 2.29340 1.61215 -0.44387
C -3.08756 -0.71211 0.54849
C 0.35312 2.62925 0.57734
C -0.51461 -1.87527 0.69834
C -5.59930 -0.66554 -1.58699
C -5.45635 -0.86312 -0.07616
C 0.90594 1.76219 -0.34297
C 3.09648 2.38023 0.40221
C 3.01089 -2.32248 1.58672
C -1.54885 -2.50402 0.00217
C 4.08785 -1.37386 1.05717
C -2.79919 -1.94193 -0.07409
C -2.03279 -0.08962 1.24474
C 4.22651 0.78511 -1.73032
C -3.92099 2.20611 -0.14421
C 0.80030 -2.51375 0.74306
C -0.78411 -0.65599 1.32253
H 3.06864 -3.30466 1.10174
H 4.32513 0.43539 -2.76430
H 5.43010 0.39721 0.07443
H 3.18678 -2.43373 2.66117
H 5.86053 -0.60937 -1.32391
H 1.93761 -0.62686 -2.70792
H -6.36670 -0.51095 0.41877
H -3.55486 -2.46398 -0.63690
H -2.85794 2.00939 -0.25508
H 3.82402 -1.92121 -2.15447
H -4.38661 2.10674 -1.12102
H -4.67501 -0.92639 -2.09597
H -1.34238 -3.44480 -0.48575
H -4.05471 3.22829 0.20081
H -0.00039 -0.15339 1.86737
H -2.19137 0.84632 1.75296
H -5.62342 1.40591 0.90041
H 0.25487 1.20775 -1.00270
H 4.17052 2.29600 0.36969
H -5.83940 0.36909 -1.81765
H 3.17852 3.81966 1.96809
H -4.14789 1.42286 1.85779
H 1.32336 -0.62141 -1.04264
H 2.69385 -2.53707 -0.95123
H -0.72114 2.73125 0.63055
H 0.72273 4.05345 2.13776
H 4.60423 1.80653 -1.68887
H -6.39897 -1.29563 -1.96794
H -5.35869 -1.92651 0.15393
```

Kohn-Sham gap = 8.325 eV
HOMO level = -7.66 eV
SMILES string = CCN(CC)c1ccc(C(=O)OCC(=O)N2CCN(c3ccccc3)CC2)cc1

Atom charges from the Mulliken analysis, given in e for atoms 1 to 6:
1 O -0.6941
2 O -0.2473
3 O -0.6930
4 N 0.0543
5 N 0.1255
6 N 0.1032


*b*
The following is a quantum chemistry calculation of one molecule with the formula C23H29N3O3, from the Open Molecules 2025 dataset.

```
58
Properties=species:S:1:pos:R:3
O -1.14176 3.32768 -0.96560
O 6.54166 -1.76976 -1.11190
O -2.34190 -0.84275 1.37158
N -1.91396 1.45420 0.09557
N -3.95321 -2.06206 0.38228
N 5.08969 0.27132 0.22007
C 6.51322 0.09653 0.44155
C 4.43135 0.94603 1.32722
C 2.78946 2.05008 -0.20308
C 1.94084 0.92395 1.73180
C -1.65928 -3.25013 -1.09671
C -3.27261 1.47090 -0.16589
C -3.36553 -0.88861 0.69425
C -0.94778 2.34134 -0.28206
C 7.13390 -0.52931 -0.80784
C -3.91017 2.57679 -0.72973
C -2.78285 -4.07154 -0.47019
C -5.41047 0.35201 -0.05102
C 3.02227 1.31320 0.95336
C -3.37889 -3.33714 0.73927
C 4.48517 -1.01851 -0.06593
C 1.50213 2.37777 -0.57405
C -5.27366 2.56861 -0.93867
C -6.03248 1.46301 -0.58548
C 5.15435 -1.61778 -1.30151
C 0.41506 1.96316 0.19332
C -4.03232 0.32417 0.15038
C 0.64654 1.24174 1.36072
C -2.27064 -5.44088 -0.03307
H -0.16927 0.93406 1.99809
H 7.00546 0.16191 -1.65449
H -3.57559 -4.21285 -1.21535
H -6.01261 -0.49502 0.24669
H -3.31860 3.43839 -0.99018
H 1.31033 2.95485 -1.46626
H 4.99717 1.86012 1.53626
H 3.63001 2.35263 -0.80835
H 3.41990 -0.87568 -0.25744
H 4.76190 -2.61456 -1.50963
H -1.86534 -5.98271 -0.88392
H 8.19658 -0.72550 -0.65520
H -4.15133 -3.95655 1.20708
H -1.62812 0.63777 0.63825
H -0.87537 -3.06573 -0.36578
H -2.59485 -3.13216 1.47172
H -5.75162 3.43685 -1.36673
H -4.72338 -2.06937 -0.26689
H 4.96515 -0.96106 -2.16395
H 6.71274 -0.55615 1.31108
H -7.10275 1.46741 -0.72526
H 2.11027 0.36255 2.63974
H 4.43221 0.32812 2.24340
H -2.02834 -2.28907 -1.44872
H 4.60384 -1.71440 0.78498
H -1.22763 -3.77970 -1.94262
H -3.07252 -6.03383 0.40106
H -1.48385 -5.32916 0.70923
H 6.96828 1.07268 0.62406
```

Kohn-Sham gap = 8.967 eV
HOMO level = -8.49 eV
SMILES string = CC(C)CNC(=O)c1ccccc1NC(=O)c1ccc(CN2CCOCC2)cc1

Atom charges from the Mulliken analysis, given in e for atoms 1 to 6:
1 O -0.6790
2 O -0.3817
3 O -0.7556
4 N 0.0535
5 N -0.1236
6 N 0.2053


Most stable structure - *b*; separation to the second - 16.4 kcal/mol.


*a*
The following is a quantum chemistry calculation of a 3-piece molecular cluster, C2H7NO4 overall, from the Open Molecules 2025 dataset.

```
14
Properties=species:S:1:pos:R:3
O -2.32403 -0.07195 -1.27152
O 0.30842 -1.67451 2.94349
O 0.32053 0.55351 -3.07953
O 0.27815 1.16160 0.14797
N 1.24729 0.13937 1.95468
C 0.22498 -0.79928 2.12429
C 1.22281 1.02062 0.87010
H 0.46987 -0.35411 -3.37623
H 2.23258 1.42794 0.68752
H -2.04516 -0.90200 -1.67178
H -3.15837 -0.29454 -0.84643
H -0.61314 -0.63151 1.44409
H -0.29318 0.48795 -2.32668
H 2.12924 -0.06311 2.40004
```

Kohn-Sham gap = 10.743 eV
HOMO level = -10.31 eV
SMILES string = O=CNC=O.O.O

Atom charges from the Mulliken analysis, given in e for atoms 1 to 6:
1 O -0.5985
2 O -0.5063
3 O -0.6300
4 O -0.4562
5 N -0.1396
6 C 0.0948


*b*
The following is a quantum chemistry calculation of a 3-piece molecular cluster, C2H7NO4 overall, from the Open Molecules 2025 dataset.

```
14
Properties=species:S:1:pos:R:3
O 2.37013 -0.83645 1.35030
O -0.06377 1.72062 -1.63992
O -2.13021 0.28141 -0.24649
O -0.56785 1.00142 2.22866
N -0.35022 -0.56729 -1.44872
C 0.31668 0.60331 -1.81823
C -1.43181 -0.63387 -0.56815
H 2.56854 0.07138 1.12742
H -0.10265 -1.43210 -1.90070
H 1.70091 -0.91497 2.03291
H -0.61306 1.60213 1.47568
H -1.61065 -1.68337 -0.29672
H 1.24132 0.35932 -2.36460
H -1.32738 0.42847 2.06856
```

Kohn-Sham gap = 10.838 eV
HOMO level = -10.40 eV
SMILES string = O=CNC=O.O.O

Atom charges from the Mulliken analysis, given in e for atoms 1 to 6:
1 O -0.6452
2 O -0.4480
3 O -0.4839
4 O -0.6298
5 N -0.0600
6 C -0.0031


*c*
The following is a quantum chemistry calculation of a 3-piece molecular cluster, C2H7NO4 overall, from the Open Molecules 2025 dataset.

```
14
Properties=species:S:1:pos:R:3
O -0.64222 -0.72357 1.40525
O -2.93433 -1.76381 -1.66389
O 1.63415 2.64892 1.39313
O 1.95066 0.17367 -0.36207
N -0.98264 -1.09813 -0.74108
C -1.76624 -1.51998 -1.81529
C -1.46642 -0.80284 0.52147
H -1.23424 -1.47130 -2.76884
H -2.54600 -0.91728 0.65028
H 1.04523 2.83558 2.15336
H 0.02773 -1.19078 -0.81200
H 2.46478 2.87742 1.83514
H 1.57278 0.67831 0.34901
H 2.87676 0.27378 -0.14448
```

Kohn-Sham gap = 10.580 eV
HOMO level = -10.08 eV
SMILES string = O=CNC=O.O.O

Atom charges from the Mulliken analysis, given in e for atoms 1 to 6:
1 O -0.5108
2 O -0.5106
3 O -0.6505
4 O -0.6126
5 N -0.0582
6 C 0.0848


Most stable structure - *c*; separation to the second - 1.6 kcal/mol.


*a*
The following is a quantum chemistry calculation of a 2-piece molecular cluster, C3H11N4 overall, from the Open Molecules 2025 dataset.

```
18
Properties=species:S:1:pos:R:3
N -0.68533 1.64368 0.13746
N 1.15248 -1.76028 0.93332
N 0.04411 1.28334 1.30754
N -0.43995 -0.38776 -0.97159
C 0.70256 2.18027 1.90463
C -0.90494 0.82255 -0.83542
C -0.66127 -1.33832 -2.08278
H 0.62269 -2.48789 1.38555
H 1.22817 -1.03612 1.62763
H -1.43542 -0.96316 -2.73607
H -1.13745 -2.17626 -1.57520
H 0.03634 -0.73407 -0.14606
H 2.07339 -2.12442 0.70991
H 1.22888 1.73957 2.73612
H 0.82109 3.36221 1.64575
H -1.28617 2.49794 0.19836
H 0.26493 -1.70702 -2.61145
H -1.62412 1.18574 -1.62771
```

Kohn-Sham gap = 10.677 eV
HOMO level = -14.10 eV
total charge = +1

Atom charges from the Mulliken analysis, given in e for atoms 1 to 6:
1 N 0.0097
2 N -0.8470
3 N -0.3953
4 N -0.0285
5 C -0.1744
6 C 0.1675


*b*
The following is a quantum chemistry calculation of a 2-piece molecular cluster, C3H11N4 overall, from the Open Molecules 2025 dataset.

```
18
Properties=species:S:1:pos:R:3
N -0.64755 0.22424 1.33088
N 1.10754 -2.06558 -1.52752
N -0.26928 -0.28243 -1.35012
N 0.19084 1.05856 1.10511
C -1.99238 0.68288 1.47676
C 0.31163 -1.21543 -2.06967
C 1.32323 0.55835 0.43544
H 1.10308 -3.04990 -1.79284
H 1.82083 -0.29536 0.92121
H -0.00731 2.07939 1.16587
H -2.45324 0.35945 2.42495
H 1.11129 -1.84910 -0.57686
H -2.16599 1.78943 1.49258
H -0.78193 0.49251 -1.76620
H 0.06702 -1.42649 -3.11983
H 2.10355 1.46385 0.28970
H -2.63391 0.29112 0.69155
H 0.82018 0.23316 -0.63046
```

Kohn-Sham gap (alpha / beta) = 8.612 / 8.613 eV
HOMO level (alpha / beta) = -13.13 / -13.13 eV
total charge = +1

Atom charges from the Mulliken analysis, given in e for atoms 1 to 6:
1 N -0.1733
2 N -0.2984
3 N -0.5558
4 N 0.2214
5 C -0.7331
6 C -0.0344


*c*
The following is a quantum chemistry calculation of a 2-piece molecular cluster, C3H11N4 overall, from the Open Molecules 2025 dataset.

```
18
Properties=species:S:1:pos:R:3
N 1.20596 1.07439 0.18090
N -1.17545 0.56510 0.04623
N -2.44989 1.64013 -1.66458
N 0.41425 -1.76237 0.98123
C -1.28956 1.31091 -1.04255
C 0.11007 0.41677 0.66371
C 1.76200 -2.06417 0.93668
H -2.60052 2.24605 -2.46951
H 0.01387 -2.44780 0.33547
H 2.20577 -1.40846 0.10763
H -1.87495 -0.20562 0.08595
H 2.30115 -2.00433 1.89975
H -3.31532 1.25085 -1.22091
H 1.74056 -3.13310 0.60699
H -0.37051 1.85888 -1.30252
H 1.51677 0.86927 -0.77840
H 1.80872 1.43089 0.90105
H -0.00292 0.36262 1.73287
```

Kohn-Sham gap (alpha / beta) = 6.899 / 7.334 eV
HOMO level (alpha / beta) = -11.23 / -11.65 eV
total charge = +1

Atom charges from the Mulliken analysis, given in e for atoms 1 to 6:
1 N -0.4659
2 N -0.1551
3 N -0.3130
4 N -0.4989
5 C 0.0579
6 C -0.0414


Most stable structure - *a*; separation to the second - 51.3 kcal/mol.


*a*
The following is a quantum chemistry calculation of C3H11N4 as an isolated structure, from the Open Molecules 2025 dataset.

```
18
Properties=species:S:1:pos:R:3
N 0.43934 -0.05223 -2.64859
N 0.07458 -0.28857 1.92104
N 1.64179 -0.58261 0.05298
N 0.35394 -0.42442 0.50264
C -0.84657 -0.27694 -2.19185
C -0.66800 0.79676 2.62111
C -0.55437 -0.70825 -0.26315
H 1.76782 -0.37442 -1.12075
H -1.68364 0.60463 2.61693
H -1.42515 0.69234 -2.06326
H 0.54063 -0.50074 -3.55924
H -1.32897 -0.95181 -2.70396
H 2.32170 -0.08902 0.63775
H -0.38650 0.82772 3.70854
H -0.32950 1.79580 2.45290
H 0.85149 0.91191 -2.57141
H -1.50280 -0.62665 0.17937
H 0.73421 -0.75350 2.42895
```

Kohn-Sham gap = 10.024 eV
HOMO level = -13.69 eV
total charge = +1

Atom charges from the Mulliken analysis, given in e for atoms 1 to 6:
1 N -0.5487
2 N -0.5320
3 N -0.7418
4 N 0.7157
5 C -0.4077
6 C -0.8265


*b*
The following is a quantum chemistry calculation of C3H11N4 as an isolated structure, from the Open Molecules 2025 dataset.

```
18
Properties=species:S:1:pos:R:3
N -0.14277 -0.40294 -1.21780
N 2.27588 0.29446 1.35651
N 1.48801 -1.69826 0.41690
N -2.95121 1.68127 -0.03363
C 2.37536 -1.04312 1.09829
C -2.08177 0.90184 -0.79338
C -1.00170 0.24491 -0.30901
H -3.09577 1.46781 0.94228
H -3.79280 1.88942 -0.47845
H -2.28802 0.98122 -1.88988
H 3.32761 -1.47672 1.47147
H 0.76213 -1.19462 -0.66685
H -0.75936 -1.00440 -1.78953
H -0.72786 0.22181 0.74467
H 1.61637 -2.71453 0.37967
H 3.09432 0.87022 1.47003
H 1.44146 0.77627 1.04012
H 0.46011 0.20537 -1.74140
```

Kohn-Sham gap = 9.549 eV
HOMO level = -12.25 eV
total charge = +1

Atom charges from the Mulliken analysis, given in e for atoms 1 to 6:
1 N -0.3885
2 N -0.3158
3 N -0.4882
4 N -0.4573
5 C 0.1514
6 C -0.1081


*c*
The following is a quantum chemistry calculation of a 2-piece molecular cluster, C3H11N4 overall, from the Open Molecules 2025 dataset.

```
18
Properties=species:S:1:pos:R:3
N -1.09742 -0.24476 0.25012
N 2.26306 0.84625 -0.73064
N -0.38258 0.47614 0.98312
N 2.31451 -0.99598 0.74960
C -1.62328 0.20412 -1.04199
C 1.73427 0.03135 0.17304
C -1.33377 -1.54234 0.82524
H 3.26948 0.84626 -1.14442
H -0.25480 1.46478 0.69136
H -1.24034 -0.57144 -1.65503
H -1.13918 1.14988 -1.21995
H 1.59403 1.48571 -1.11709
H -2.30818 -2.07151 0.84372
H 1.88461 -1.50355 1.57351
H -2.65240 0.20485 -1.16134
H 3.31685 -1.30755 0.58682
H -1.11358 -1.53615 1.91786
H -0.72934 -2.32502 0.30621
```

Kohn-Sham gap (alpha / beta) = 8.436 / 8.434 eV
HOMO level (alpha / beta) = -12.37 / -12.37 eV
total charge = +1

Atom charges from the Mulliken analysis, given in e for atoms 1 to 6:
1 N 0.6558
2 N -0.3448
3 N -0.6470
4 N -0.3552
5 C -0.7658
6 C 0.1456


Most stable structure - *b*; separation to the second - 68.7 kcal/mol.


*a*
The following is a quantum chemistry calculation of one molecule with the formula H2N3P3, from the Open Molecules 2025 dataset.

```
8
Properties=species:S:1:pos:R:3
P 0.79745 -1.53962 -0.06976
P -0.77889 1.02260 -0.63924
P -0.97759 -0.70418 1.13489
N -0.37103 0.91426 1.03618
N 0.90122 -0.37447 -1.05020
N -1.71694 -0.27951 -0.37455
H 0.46552 1.40821 1.56117
H 1.68026 -0.44729 -1.59847
```

Kohn-Sham gap = 7.384 eV
HOMO level = -8.44 eV
SMILES string = N1=[P@]23NP=[P@]12N3

Atom charges from the Mulliken analysis, given in e for atoms 1 to 6:
1 P 0.1317
2 P 0.3003
3 P 0.1560
4 N -0.3736
5 N -0.2596
6 N -0.4836


*b*
The following is a quantum chemistry calculation of one molecule with the formula H2N3P3, from the Open Molecules 2025 dataset.

```
8
Properties=species:S:1:pos:R:3
P 1.08608 0.58501 0.65648
P 2.97406 -0.40764 -0.59019
P -0.81727 -2.04787 0.30598
N 2.49682 -0.30295 1.01896
N -0.11986 -0.69086 0.99865
N 1.49846 0.21994 -1.02092
H 1.44144 0.70560 -1.82631
H -0.55620 -0.58454 1.92019
```

Kohn-Sham gap (alpha / beta) = 6.653 / 6.767 eV
HOMO level (alpha / beta) = -7.32 / -7.33 eV

Atom charges from the Mulliken analysis, given in e for atoms 1 to 6:
1 P 0.2519
2 P 0.2687
3 P -0.1691
4 N -0.4288
5 N -0.1933
6 N -0.2750


Most stable structure - *a*; separation to the second - 14.5 kcal/mol.